21
Properties=species:S:1:pos:R:3:forces:R:3:mulliken_charge:R:1 method="wB97M-V/def2-TZVPD" e_above_lowest_kcal_mol=71.42 spin_multiplicity=1 homo_lumo_gap_ev=9.30 smiles=CNC[C@@](N)(O)NC mol_weight_g_mol=119.2
C 2.41500 -0.94162 -0.20806 -0.147 0.208 -0.170 -0.7970
N 1.24088 -1.67262 0.22306 -0.015 -0.036 -0.006 -0.3448
C 0.27842 -0.97765 1.05105 -0.109 0.021 -0.003 -1.1835
C -0.82675 -0.18368 0.32202 -0.359 1.017 -0.298 0.7400
N -1.40139 -0.84571 -0.79491 1.962 0.377 -1.526 -0.6442
O -1.74883 0.24245 1.30507 -0.041 -0.274 -0.236 -0.5149
N -0.25411 0.97856 -0.48629 1.571 0.390 1.192 -0.3127
C -0.95832 2.25957 -0.42277 -0.014 -0.339 0.213 -0.9616
H 2.21284 -0.05654 -0.83500 0.050 -0.088 0.010 0.2661
H 3.05086 -1.60100 -0.79912 0.054 -0.007 0.107 0.3311
H 2.97519 -0.60460 0.66588 0.061 -0.051 -0.009 0.2713
H 0.77756 -2.13747 -0.54937 -0.056 0.113 0.095 0.2920
H 0.80210 -0.30306 1.73366 0.042 -0.062 0.048 0.3600
H -0.25141 -1.71395 1.66279 -0.033 0.101 -0.019 0.3787
H -0.65811 -0.18641 -1.47791 -3.330 -1.968 0.597 0.3956
H -2.33647 -1.23921 -0.82539 0.494 0.196 -0.158 0.1546
H -2.62400 0.09898 0.92010 0.130 0.244 0.179 0.4078
H 0.71987 1.12293 -0.23855 -0.095 0.163 0.158 0.2142
H -0.42834 2.98212 -1.04162 -0.046 -0.053 -0.067 0.3507
H -1.01456 2.64491 0.59902 -0.081 0.003 -0.048 0.2840
H -1.97044 2.13401 -0.80364 -0.036 0.045 -0.057 0.3125


21
Properties=species:S:1:pos:R:3:forces:R:3:mulliken_charge:R:1 method="wB97M-V/def2-TZVPD" e_above_lowest_kcal_mol=41.27 spin_multiplicity=1 homo_lumo_gap_ev=7.89 mol_weight_g_mol=119.2
N -3.49645 0.39649 0.40146 0.399 -0.077 -0.495 -0.5767
C -2.27259 -0.31645 0.52871 -0.765 0.309 0.145 -0.2011
C -1.13006 0.13955 0.02902 0.287 -0.657 0.516 0.1242
N -1.05095 1.38187 -0.61567 -0.167 0.353 -0.449 -0.6293
C 0.17507 -0.58958 0.23117 0.065 -0.060 -0.828 -0.7539
C 0.54984 -1.51107 -0.96277 -0.468 1.240 -0.686 -0.3225
N 1.66160 -0.91817 -1.74716 1.013 -0.283 0.700 -0.6367
H -4.27895 -0.02753 0.86537 -0.010 0.153 0.146 0.2273
H -3.41217 1.38945 0.57018 -0.186 -0.127 0.221 0.1899
H -2.34735 -1.25861 1.04581 0.237 -0.112 0.103 0.3741
H -0.39672 1.40429 -1.38780 0.291 -0.145 0.169 0.2858
H -1.94358 1.66691 -0.99824 -0.127 -0.035 0.067 0.2200
H 0.21183 -1.14061 1.16525 -0.161 0.049 0.123 0.3433
H 0.92350 0.19487 0.26126 0.367 0.094 0.373 0.3172
H -0.31096 -1.46755 -1.62836 -0.123 -0.409 -0.071 0.2645
H 0.69617 -2.54207 -0.68489 0.249 -0.375 0.320 0.3364
H 2.33349 -0.51393 -1.08989 -0.362 0.194 -0.028 0.1953
H 2.25857 -1.63622 -2.15792 -0.546 -0.101 -0.314 0.2416
O 3.57972 1.86611 1.97387 0.049 -0.159 -0.384 -0.6298
H 4.00705 1.99489 2.82447 0.146 -0.061 -0.056 0.3159
H 4.24293 1.48737 1.37612 -0.190 0.210 0.429 0.3143


21
Properties=species:S:1:pos:R:3:forces:R:3:mulliken_charge:R:1 method="wB97M-V/def2-TZVPD" e_above_lowest_kcal_mol=74.26 spin_multiplicity=1 homo_lumo_gap_ev=9.17 smiles="[H]/N=C(/C)ON.CNC" mol_weight_g_mol=119.2
H -1.17988 -0.06785 1.82018 -0.373 0.018 -0.217 0.3364
N -0.90402 -0.93108 1.35782 0.904 0.320 0.100 -0.6000
C -1.08714 -0.93798 0.12097 -2.102 -0.197 0.250 0.6435
C -0.80545 -2.13879 -0.72396 0.272 0.375 -0.217 -1.1174
O -1.90849 -0.03603 -0.61984 0.793 0.045 0.442 -0.1785
N -2.36583 1.06779 0.17299 0.265 -0.242 0.097 -0.5383
H -0.13403 -2.80295 -0.18941 0.040 0.049 -0.013 0.3247
H -0.36970 -1.82981 -1.67160 0.074 -0.119 -0.134 0.2925
H -1.73560 -2.66127 -0.93641 -0.087 0.027 -0.014 0.3625
H -3.38190 0.99563 0.18595 0.203 -0.062 -0.168 0.2227
H -2.10817 1.90339 -0.34923 -0.083 -0.265 -0.033 0.2271
C 2.21962 -0.30160 -0.06421 -0.598 0.018 -0.006 -0.8892
N 1.36921 0.76290 -0.55461 0.256 0.539 -0.398 -0.3270
C 1.15704 1.83195 0.39836 -0.135 -0.430 -0.157 -0.8350
H 2.36798 -1.03910 -0.85068 0.112 -0.065 0.024 0.2935
H 3.18359 0.11906 0.22328 0.097 -0.001 -0.112 0.3026
H 1.80010 -0.79702 0.82202 0.023 -0.111 0.009 0.3161
H 0.53932 0.50891 -1.08207 0.368 -0.176 0.429 0.3314
H 0.69264 1.48935 1.33373 -0.092 0.030 0.055 0.2383
H 2.12231 2.26599 0.66027 0.023 0.149 -0.025 0.3251
H 0.52842 2.59849 -0.05354 0.039 0.099 0.087 0.2691


21
Properties=species:S:1:pos:R:3:forces:R:3:mulliken_charge:R:1 method="wB97M-V/def2-TZVPD" charge=+2 e_above_lowest_kcal_mol=79.31 spin_multiplicity=1 homo_lumo_gap_ev=9.69 mol_weight_g_mol=119.2
C -1.60590 -2.52726 -0.37517 -2.422 -4.491 -0.927 -0.4649
C 0.43713 -1.64186 0.02567 -0.261 0.373 0.046 0.0754
C -2.05304 -0.46643 -1.56560 -1.426 1.260 -2.662 -0.8426
C 1.78195 2.89949 1.12072 0.800 -0.779 -0.627 -0.4773
N -0.21366 -2.79493 -0.22529 1.601 1.211 -0.492 -0.1566
N -1.63793 -1.05226 -0.23094 -1.812 -1.082 -1.651 0.3723
N -0.33726 -0.62181 0.02169 1.778 2.390 1.391 -0.7180
O 3.19735 3.21478 1.27253 2.509 3.329 -2.450 -0.3546
H -2.09627 -2.76884 -1.46316 1.491 0.138 2.710 0.3029
H -2.19763 -3.20258 0.44795 0.988 2.176 -1.893 0.3382
H 2.00243 2.10363 0.43109 -1.783 -0.314 -0.674 0.2630
H 1.52885 -1.52828 0.25734 -1.287 -0.421 -0.436 0.3812
H -2.98684 -0.92397 -2.05174 0.790 0.588 1.715 0.3700
H -2.14984 0.67556 -1.60393 0.171 -1.796 0.754 0.3128
H -1.34830 -0.72716 -2.40523 0.180 0.073 1.577 0.3848
H 1.24748 3.78484 0.85269 -0.499 0.170 -0.508 0.3217
H 1.54463 2.54178 2.08064 -0.850 -0.597 0.990 0.3197
H 0.29105 -3.57423 0.08737 -0.280 -1.986 0.141 0.2631
H -2.31295 -0.95691 0.54461 0.409 1.406 -0.315 0.3878
H 3.51805 4.00387 0.65843 -0.704 -2.150 1.014 0.4796
H 3.39068 3.56258 2.12032 0.608 0.503 2.298 0.4416


21
Properties=species:S:1:pos:R:3:forces:R:3:mulliken_charge:R:1 method="wB97M-V/def2-TZVPD" e_above_lowest_kcal_mol=28.86 spin_multiplicity=1 homo_lumo_gap_ev=9.70 mol_weight_g_mol=135.2
C -0.80662 -1.38754 1.94524 -0.148 0.168 -0.035 -0.7829
N -2.19500 -1.61203 2.31542 -0.098 0.177 0.399 -0.4599
C -3.03503 -0.70651 2.04279 -0.063 0.053 -0.486 0.1446
N -2.82007 0.50239 1.37361 0.327 -0.160 0.702 -0.4748
H -0.62398 -1.53330 0.87610 -0.113 -0.002 -0.013 0.2965
H -0.17583 -2.08641 2.48818 0.031 0.019 0.028 0.2787
H -0.49620 -0.36662 2.19644 0.270 -0.095 0.049 0.2426
H -4.06833 -0.80843 2.36541 -0.052 -0.336 -0.105 0.3393
H -1.85651 0.75935 1.25568 0.068 -0.028 -0.434 0.2243
H -3.40512 0.67166 0.57948 -0.216 0.214 -0.106 0.2169
N 1.75858 2.86627 -1.07788 0.676 -0.351 -0.517 -0.6267
C 2.18487 1.44772 -0.98576 -0.246 0.503 0.136 -0.6484
C 1.33254 0.64125 -1.95601 -0.010 -0.051 0.482 -0.5134
S 1.43381 -1.11252 -1.45592 -0.032 0.107 -0.486 -0.2701
H 2.35683 3.42828 -0.48455 -0.046 0.035 0.253 0.2319
H 2.02264 3.16856 -2.01750 -0.301 0.113 0.117 0.2367
H 2.02204 1.12314 0.04445 -0.142 -0.091 -0.045 0.3962
H 3.24910 1.29231 -1.19009 -0.003 -0.014 -0.096 0.3050
H 0.30506 0.98534 -1.86853 -0.063 -0.017 0.008 0.3524
H 1.66195 0.81260 -2.98027 0.083 -0.231 -0.010 0.3819
H 0.81839 -1.61290 -2.54230 0.075 -0.013 0.160 0.1291


21
Properties=species:S:1:pos:R:3:forces:R:3:mulliken_charge:R:1 method="wB97M-V/def2-TZVPD" e_above_lowest_kcal_mol=31.92 spin_multiplicity=1 homo_lumo_gap_ev=9.85 smiles="N/C=C/N.NCCS" mol_weight_g_mol=135.2
N 1.68511 0.60306 0.18399 -0.733 -0.070 -0.135 -0.4310
C 0.94870 1.82839 0.15681 0.244 0.193 0.211 -0.1018
C -0.25025 2.00360 -0.38222 -0.207 -0.060 -0.058 -0.4202
N -0.88583 3.28431 -0.32110 0.231 0.301 0.271 -0.6063
H 1.46470 0.05137 1.00767 -0.001 -0.015 -0.069 0.1730
H 2.66455 0.80277 0.20672 0.501 0.017 0.081 0.2453
H 1.43683 2.67958 0.62694 -0.158 0.155 -0.125 0.2871
H -0.80598 1.21117 -0.87338 0.241 -0.262 0.033 0.3747
H -1.75942 3.23937 0.18077 -0.131 -0.071 0.165 0.2461
H -1.11541 3.63035 -1.23932 0.034 -0.013 -0.262 0.2571
N -0.19730 -1.15099 -1.57366 0.087 -0.242 -0.403 -0.5891
C 0.05749 -2.07759 -0.47592 0.040 -0.116 0.208 -0.7072
C -0.80943 -1.71145 0.72387 -0.092 -0.019 0.088 -0.4170
S -0.19344 -2.58274 2.20692 0.019 0.117 -0.089 -0.2515
H 0.49753 -0.41375 -1.54165 0.003 0.102 0.196 0.2169
H -0.04441 -1.61650 -2.46072 -0.139 -0.058 0.020 0.2280
H 1.10951 -2.08032 -0.17034 0.007 0.023 0.002 0.3175
H -0.17683 -3.10125 -0.77365 -0.044 0.031 -0.095 0.4653
H -0.78210 -0.63609 0.89075 0.095 0.019 0.009 0.1882
H -1.84575 -1.99123 0.54186 0.010 0.006 -0.055 0.4054
H -0.99827 -1.97204 3.08565 -0.007 -0.037 0.007 0.1195